Entry 1:
The following is a DFT calculation (the ωB97M-V functional and the def2-TZVPD basis) of a 10-piece molecular cluster, C31H67BrN10O12P overall in a non-equilibrium geometry.

XYZ file:
```
122
C31H67BrN10O12P, DFT the ωB97M-V functional and the def2-TZVPD basis
Br -3.414 0.643 1.148
P -3.015 1.257 -0.994
O -2.405 5.197 -2.965
O 4.290 -4.154 5.920
O 8.378 -3.645 3.589
O -6.940 2.871 6.888
O -7.682 1.587 -0.925
O -0.016 -6.974 -0.322
O -2.533 7.416 0.932
O -0.046 -0.755 0.011
O -6.241 2.294 0.618
O 3.465 -4.164 0.598
O -1.504 2.061 -0.946
O -0.631 3.761 -7.931
N 2.496 -5.106 6.861
N -4.105 2.471 -1.593
N 10.202 -3.366 2.321
N 0.397 -9.174 -0.339
N -0.594 5.055 -4.276
N 3.855 -2.619 2.172
N -6.821 1.913 4.867
N -2.673 9.564 1.549
N 0.364 -2.956 -0.004
N -1.482 4.545 -9.847
C 11.218 -2.630 1.599
C 5.243 -4.643 2.128
C 4.124 -3.806 1.567
C -0.410 -1.884 -0.310
C -5.947 4.185 5.147
C -4.010 3.744 -0.949
C 8.985 -1.382 3.112
C -4.014 8.774 -0.359
C -1.481 4.920 -11.245
C -1.802 4.594 -3.838
C 4.382 -6.529 6.183
C -6.503 1.982 -0.644
C 0.118 -4.355 -0.290
C 3.736 -5.174 6.304
C -4.028 4.792 -0.311
C -0.461 4.024 -9.112
C -1.672 -8.339 -1.374
C -6.499 1.816 3.451
C -2.346 3.338 -4.466
C -5.486 2.002 -1.855
C 4.515 -2.027 3.318
C 0.859 3.792 -9.800
C -0.379 -8.096 -0.643
C 1.680 -6.187 7.372
C 0.267 4.488 -5.293
C 9.151 -2.876 3.035
C -3.136 10.933 1.491
C 0.146 -10.570 -0.628
C -6.604 2.952 5.708
C -1.703 -2.130 -1.042
C -3.022 8.517 0.745
H -6.027 2.717 3.070
H -2.332 4.671 -9.317
H 5.026 -4.915 3.163
H -2.251 4.339 -11.758
H 1.569 3.375 -9.087
H 1.260 4.736 -10.176
H 8.840 -0.966 2.113
H -4.965 9.111 0.060
H -1.505 -2.596 -2.010
H -1.665 2.503 -4.288
H 0.098 -4.896 0.655
H -5.827 0.968 3.309
H -0.296 5.899 -3.810
H -2.492 3.486 -5.539
H -3.851 11.091 0.687
H 6.186 -4.096 2.071
H 10.246 -4.375 2.315
H -1.476 -8.804 -2.343
H 0.944 -4.728 -0.897
H 5.363 -6.420 5.722
H 0.738 -6.199 6.820
H -2.359 -2.766 -0.444
H -2.272 11.584 1.342
H 3.775 -7.182 5.553
H -3.605 11.180 2.447
H -4.270 5.697 0.308
H 2.130 -4.166 6.907
H 3.094 -2.112 1.743
H 1.213 -2.712 0.484
H -5.429 0.929 -2.253
H -3.621 9.519 -1.054
H 4.922 -1.059 3.018
H 0.410 5.235 -6.076
H -3.308 3.099 -4.015
H -5.840 4.927 5.939
H -7.422 1.633 2.901
H 1.234 4.259 -4.836
H 9.859 -0.929 3.586
H -4.954 3.942 4.765
H -0.793 -10.718 -1.156
H 4.514 -6.974 7.172
H -5.932 2.625 -2.688
H -2.175 -7.388 -1.544
H -1.731 5.981 -11.317
H -0.819 -4.511 -0.817
H 12.194 -2.895 2.012
H -0.941 1.666 -0.248
H 0.969 -10.949 -1.238
H -2.005 9.313 2.264
H 5.338 -5.557 1.543
H 5.316 -2.655 3.702
H 11.183 -2.931 0.550
H -4.189 7.849 -0.909
H -0.519 4.743 -11.718
H -2.205 -1.179 -1.211
H 0.736 3.081 -10.620
H 2.169 -7.153 7.273
H -6.562 4.612 4.353
H 11.075 -1.555 1.671
H -7.264 1.124 5.313
H 0.123 -11.119 0.316
H 8.107 -1.148 3.713
H -0.150 3.586 -5.728
H 1.471 -5.993 8.426
H 3.769 -1.873 4.100
H 1.246 -8.931 0.151
H -2.329 -8.975 -0.777
```

Properties
Total charge: -1
F_max in eV/A: 4.9
Gap between HOMO and LUMO in eV: 5.57

***

Entry 2:
The following is a DFT calculation (the ωB97M-V functional and the def2-TZVPD basis) of a 9-piece molecular cluster, C31H68BNO9P2S overall.

XYZ file:
```
113
C31H68BNO9P2S, DFT the ωB97M-V functional and the def2-TZVPD basis
S 0.515 -0.277 -1.456
P -1.235 3.228 -1.368
P 0.866 1.103 -0.092
O -1.031 4.513 -2.386
O -1.436 -3.923 1.899
O 4.631 2.111 -4.029
O -4.758 3.124 -5.836
O -2.117 -3.274 5.803
O 3.553 3.505 2.746
O -1.083 -8.257 1.907
O -4.482 -1.445 -5.745
O 1.750 -0.208 4.697
N -1.776 3.968 0.093
C 1.725 3.901 -0.909
C -1.487 -4.073 -0.472
C -3.769 2.438 -5.704
C 1.261 2.956 3.012
C -4.342 -2.852 6.525
C -3.295 -3.275 5.522
C 2.981 3.390 -1.645
C 0.596 -2.249 4.280
C -1.902 -8.698 2.679
C -3.780 -3.700 4.159
C 4.648 5.890 0.458
C -3.399 1.372 -6.704
C 2.910 2.919 4.966
C 0.534 -1.066 6.551
C 4.980 1.392 -4.935
C -0.987 -4.445 0.901
C 6.144 0.442 -4.787
C 2.670 3.174 3.505
C 1.035 -1.089 5.129
C -1.524 -9.114 4.079
C 4.843 4.590 -0.365
C -3.353 -8.854 2.290
C 0.087 -5.496 0.972
C 4.092 4.430 -1.698
C 3.987 8.091 -0.650
C -5.566 -3.541 -6.028
C 4.271 1.398 -6.268
C -5.640 -2.222 -3.821
C 3.500 6.832 0.072
C -5.159 -2.314 -5.249
C -2.848 2.596 -4.519
B 0.587 2.863 -0.793
H 4.970 1.664 -7.062
H 3.719 5.376 -2.084
H -0.665 -3.688 -1.076
H 2.046 4.201 0.093
H 2.631 1.886 5.182
H -3.865 -2.573 7.462
H -1.897 -4.955 -0.968
H -5.267 -3.070 -3.246
H -6.731 -2.240 -3.792
H -0.702 5.298 -1.927
H 3.870 0.406 -6.481
H -5.190 -4.439 -5.534
H -2.705 3.653 0.328
H -6.654 -3.608 -6.080
H 0.912 -0.183 7.062
H -4.343 -2.885 3.699
H 0.869 -1.962 7.077
H -0.021 0.977 0.991
H 0.567 3.631 3.515
H 6.912 0.674 -5.526
H 4.612 3.746 0.278
H -5.040 -3.671 6.705
H 4.797 4.059 -2.435
H -0.461 -8.952 4.234
H 3.023 7.164 0.991
H 2.303 3.589 5.577
H -4.441 -4.564 4.253
H -2.928 -3.938 3.525
H 3.165 8.584 -1.162
H 4.358 8.795 0.088
H -3.370 0.402 -6.209
H 5.811 -0.584 -4.947
H -2.417 1.587 -7.132
H -1.840 2.845 -4.856
H 3.961 3.072 5.198
H -5.159 -3.487 -7.034
H 5.570 6.465 0.432
H -2.255 -3.308 -0.391
H -4.141 1.346 -7.499
H 0.929 -3.188 4.723
H -4.906 -2.001 6.139
H 0.967 -5.165 0.418
H 2.743 3.018 -2.635
H -0.275 -6.426 0.538
H 5.904 4.507 -0.579
H 0.358 -5.674 2.009
H 1.233 3.152 1.942
H 4.778 7.866 -1.357
H -2.803 1.663 -3.955
H 3.457 2.118 -6.245
H -3.653 -9.899 2.375
H -5.282 -1.298 -3.374
H 3.367 2.539 -1.086
H 1.014 -2.151 3.281
H -3.983 -8.261 2.955
H -1.744 4.978 0.095
H 2.133 1.009 0.505
H -1.756 -10.169 4.231
H 2.728 6.342 -0.507
H -0.556 -1.062 6.559
H -0.490 -2.278 4.219
H 0.960 1.925 3.208
H 1.385 4.812 -1.400
H 6.564 0.533 -3.789
H -3.210 3.390 -3.872
H 4.517 5.599 1.495
H -2.089 -8.530 4.807
H -3.495 -8.520 1.265
```

Properties
Energy above the lowest of the compared OMol25 structures with the same formula, charge and spin in kJ/mol: 0.00
F_max in eV/A: 0.8
Structure (SMILES): CCCCCCCB([PH2]=S)P(N)O.CC(C)=O.CC(C)=O.CC(C)=O.CC(C)=O.CC(C)=O.CC(C)=O.CC(C)=O.CC(C)=O
Gap between HOMO and LUMO in eV: 7.72